C42H38AlBN7O3S3 | ωB97M-V with the def2-TZVPD basis set

Structure (XYZ):
```
95
Properties=species:S:1:pos:R:3:forces:R:3:mulliken_charge:R:1
Al 0.1099 0.7295 -0.4045 0.3 0.7 0.0 -1.37
C -4.4828 2.6906 1.2011 0.0 -0.2 0.1 -1.51
C -3.3219 2.6368 0.2764 -0.1 0.3 -0.1 0.84
C -2.9703 3.5349 -0.7177 0.1 -0.2 0.1 -1.42
C -1.8333 2.9980 -1.3195 -0.2 -0.4 0.4 -0.13
N -1.5322 1.8432 -0.7117 0.5 0.1 -0.4 0.85
N -2.4285 1.6372 0.2606 -0.7 0.3 0.3 0.48
B -2.4554 0.2786 0.9865 0.0 0.0 0.0 -1.27
N -1.2895 0.1081 1.9331 -0.3 -0.1 0.6 1.08
N -0.0226 0.1730 1.4628 0.4 -0.1 -0.3 1.63
C 0.8064 0.0479 2.5219 -0.7 0.2 0.0 0.25
C 0.0370 -0.1333 3.6657 -0.2 0.1 -0.4 -0.66
C -1.2879 -0.0898 3.2581 0.5 0.1 0.2 0.07
C -2.4690 -0.2701 4.1183 -0.3 -0.3 0.1 -1.57
C 2.2547 0.1847 2.4781 0.6 0.0 -0.1 0.94
C 2.9930 0.0207 1.3101 -0.3 0.0 0.0 0.87
C 4.3637 0.1995 1.3060 0.1 -0.1 -0.1 -0.92
C 5.0314 0.5134 2.4796 0.0 0.0 -0.1 -0.76
C 4.3084 0.6587 3.6526 0.1 0.0 0.1 -0.81
C 2.9360 0.5044 3.6526 -0.2 -0.1 -0.1 -1.06
N -2.3182 -0.7614 -0.1152 -0.6 -0.5 0.0 0.75
N -1.2549 -0.7905 -0.9415 0.7 -0.2 -0.4 0.96
C -1.4809 -1.7842 -1.8186 -0.6 0.1 0.3 0.02
C -2.7202 -2.3718 -1.5395 0.1 0.3 0.2 -1.42
C -3.2138 -1.7018 -0.4383 0.1 -0.3 -0.4 0.92
C -4.4670 -1.9700 0.3137 0.1 0.1 0.1 -1.65
C -0.6419 -2.2731 -2.9103 0.3 0.0 -0.3 0.04
C -0.6329 -3.6501 -3.1536 0.1 0.1 0.1 -0.55
C 0.0494 -4.1720 -4.2339 0.0 -0.1 -0.1 -0.85
C 0.7548 -3.3332 -5.0816 0.0 0.0 -0.1 -0.51
C 0.7658 -1.9703 -4.8419 0.0 0.0 -0.1 -1.06
C 0.0576 -1.4435 -3.7776 -0.1 0.0 0.1 0.95
C -1.0948 3.4891 -2.4720 0.2 0.0 -0.3 0.72
C -0.9018 4.8517 -2.6807 0.0 -0.1 0.1 -0.72
C -0.2336 5.2872 -3.8098 0.0 0.2 -0.1 -0.75
C 0.2597 4.3761 -4.7292 0.1 -0.1 0.0 -0.49
C 0.0756 3.0191 -4.5204 0.0 0.0 -0.1 -0.82
C -0.6116 2.5787 -3.4071 -0.1 0.1 0.1 0.15
H -5.0961 3.5574 0.9747 0.0 0.1 0.0 0.39
H -4.1475 2.7536 2.2331 0.0 0.0 0.2 0.27
H -5.0983 1.7978 1.1065 -0.1 0.0 0.0 0.23
H -3.4843 4.4317 -1.0005 -0.1 0.1 0.0 0.57
H -3.4810 0.1588 1.5466 -0.3 -0.1 0.2 -0.19
H 0.3704 -0.3286 4.6627 0.1 -0.1 0.2 0.65
H -2.3612 0.3183 5.0244 0.0 0.1 0.1 0.50
H -2.5049 -1.3344 4.4178 -0.1 0.4 -0.1 0.14
H -3.3963 -0.0068 3.6254 -0.1 0.1 -0.1 0.22
H 2.4698 -0.2563 0.4036 0.2 0.0 0.0 -0.09
H 4.9182 0.0722 0.3854 0.0 0.1 -0.1 0.41
H 6.1043 0.6526 2.4781 0.0 0.0 0.0 0.39
H 4.8191 0.8941 4.5745 0.0 0.1 0.1 0.40
H 2.3791 0.6426 4.5646 0.0 0.0 0.1 0.42
H -3.2022 -3.1578 -2.0874 0.0 -0.1 0.0 0.66
H -4.9993 -2.7944 -0.1545 0.0 0.0 0.0 0.45
H -5.1161 -1.0957 0.3275 -0.1 0.0 0.1 0.25
H -4.2242 -2.2385 1.3410 -0.1 0.0 0.1 0.27
H -1.1488 -4.3205 -2.4822 -0.1 0.0 0.1 0.38
H 0.0303 -5.2379 -4.4128 0.0 -0.1 0.0 0.41
H 1.2897 -3.7428 -5.9260 0.1 0.0 -0.1 0.39
H 1.3260 -1.3077 -5.4853 0.0 0.1 -0.1 0.44
H 0.0546 -0.3811 -3.6129 0.0 0.1 0.0 0.28
H -1.2427 5.5648 -1.9430 -0.1 0.0 0.0 0.45
H -0.0923 6.3459 -3.9749 0.0 0.1 0.0 0.38
H 0.7984 4.7183 -5.6018 0.0 0.0 0.0 0.40
H 0.4675 2.3037 -5.2273 0.0 -0.1 -0.1 0.43
H -0.7819 1.5242 -3.2410 0.0 0.0 -0.1 0.67
S 1.7025 0.5627 -1.9923 0.0 -0.2 0.1 -0.42
C 2.8124 1.8533 -1.5250 -0.1 0.1 0.1 0.04
C 4.0046 1.9663 -2.2276 0.0 0.0 -0.1 -0.93
C 4.9180 2.9613 -1.9337 0.2 -0.1 -0.2 -0.70
C 4.6489 3.8635 -0.9183 0.1 0.1 0.1 -0.63
C 3.4701 3.7580 -0.2111 0.2 0.1 -0.1 -0.90
C 2.5367 2.7665 -0.4992 -0.2 0.2 0.1 0.77
S 1.0630 2.7467 0.4211 0.0 -0.3 -0.2 -0.36
H 4.1967 1.2618 -3.0227 0.1 -0.1 -0.1 0.45
H 5.8362 3.0278 -2.4974 0.1 0.0 -0.1 0.38
H 5.3556 4.6450 -0.6767 0.1 0.1 0.0 0.39
H 3.2446 4.4500 0.5849 0.0 0.1 0.1 0.48
N 1.3162 -2.4738 -0.1806 0.2 0.0 -0.1 -0.15
C 0.7804 -3.0280 0.9824 0.0 -0.1 0.3 -0.21
C 1.4819 -2.9654 2.1850 0.0 -0.1 -0.2 -0.09
C 0.8664 -3.3373 3.3678 0.1 -0.1 0.0 -0.78
C -0.4300 -3.8035 3.3544 -0.3 -0.2 0.8 -0.20
C -1.1009 -3.9595 2.1609 0.0 0.0 -0.3 -1.13
C -0.4981 -3.5858 0.9752 0.0 0.1 0.0 0.11
S -1.3484 -4.1334 4.8695 -0.1 0.0 0.1 1.30
O -0.3919 -4.0327 5.9630 0.0 0.1 -0.3 -0.76
O -2.3525 -3.0559 4.8703 0.1 -0.5 0.1 -0.77
O -1.9430 -5.4517 4.6945 0.1 0.2 -0.1 -0.73
H 2.3241 -2.4095 -0.1916 -0.1 -0.1 -0.1 0.43
H 0.9427 -2.8432 -1.0424 0.1 0.0 0.0 0.02
H 2.4989 -2.5960 2.1837 0.1 0.1 0.0 0.57
H 1.3801 -3.2687 4.3145 0.1 0.0 0.1 0.56
H -2.0938 -4.3824 2.1895 -0.1 0.0 -0.1 0.46
H -1.0101 -3.7150 0.0332 -0.1 0.0 -0.1 0.42
```
Forces are in eV/Å.

Summary:
Net charge   -1
LUMO level   2.15 eV
2S+1   1
Energy above the lowest of the compared OMol25 structures with the same formula, charge and spin   0.000 eV
Highest occupied orbital energy   -0.182 Eh